A molecular structure, C30H35N4O11Sr2 in a non-equilibrium geometry. Source: the OMol25 dataset; level of theory: ωB97M-V/def2-TZVPD.

Properties
LUMO level: -0.172 Ha
total charge: +1
frontier orbital gap: 4.53 eV
total energy: -61813.46119 eV

The geometry in XYZ format:
```
82
Properties=species:S:1:pos:R:3:mulliken_charge:R:1
Sr -2.4867 2.2052 -1.6191 1.8462
Sr -3.9299 0.8398 1.5822 1.7710
C -1.6609 -1.9111 -0.1938 -0.6931
C -0.9554 -0.7055 0.4161 -0.1128
O -1.6010 0.5135 0.2298 -0.2243
H -1.0785 -2.8084 0.0153 0.3545
H -1.5752 -1.8709 -1.2797 -0.0852
H -2.6960 -2.1131 0.0816 0.2781
H 0.1099 -0.6967 0.1853 -0.3121
H -0.8226 -0.9186 1.4768 0.1954
C -1.2512 4.1772 0.7801 -1.1461
C -2.6476 4.2298 1.2289 -0.2451
O -3.4467 3.1701 0.7721 -0.9171
H -1.0823 4.5856 -0.2163 0.3999
H -0.7322 3.2471 1.0116 0.1715
H -0.6952 5.0024 1.2252 0.4659
H -3.0136 5.2411 1.0518 0.3459
H -2.5452 4.1476 2.3109 0.0533
C 1.3981 1.0944 -2.4428 -0.2195
C 0.8654 2.4402 -3.0082 -0.9822
O -0.3118 3.0766 -2.5143 -0.8753
H 1.7137 1.0748 -1.3996 -0.1133
H 2.4597 0.9921 -2.6677 0.4250
H 0.8771 0.1996 -2.7834 0.1920
H 0.8960 2.3781 -4.0960 0.3855
H 1.6394 3.1756 -2.7885 0.4172
C -0.0170 -1.1810 6.3377 -0.8507
C 0.1976 -0.6653 5.0243 -0.3403
C -0.5859 0.3522 4.5430 -0.0352
C -1.6731 0.7698 5.2400 0.3186
C -1.9492 0.2433 6.5550 -0.5873
C -1.1513 -0.7581 6.9723 -0.3649
N -2.6557 1.7450 4.7716 0.6670
O -3.2680 2.4285 5.6007 -0.4395
O -2.8242 1.8021 3.5024 -0.5457
H 0.6040 -1.9091 6.8384 0.4128
H 1.0308 -1.0402 4.4485 0.5488
H -0.3807 0.8095 3.5864 0.3785
H -2.8123 0.5048 7.1492 0.4252
H -1.4187 -1.2105 7.9158 0.3517
C 2.7881 1.3474 3.2374 -0.1030
C 2.1274 1.4881 1.9890 -0.4804
C 2.3480 2.6189 1.2809 0.3306
C 3.3776 3.4965 1.6917 -0.8176
C 4.0353 3.2044 2.8631 0.0438
C 3.8509 2.1480 3.7222 -1.0091
N 3.5906 4.8001 1.0114 0.9666
O 3.1472 5.1328 -0.0695 -0.5553
O 4.2274 5.6987 1.6125 -0.5613
H 2.4585 0.4914 3.8076 0.1462
H 1.4776 0.6974 1.6442 0.5760
H 1.7996 2.7241 0.3565 0.5732
H 4.8629 3.8074 3.2064 0.3768
H 4.4940 1.8921 4.5513 0.4312
C 3.0990 -2.1479 -3.4502 -0.5018
C 2.4417 -2.0994 -2.1978 -0.5772
C 1.6206 -3.0674 -1.8015 0.0066
C 1.3654 -4.1344 -2.6306 0.1144
C 2.0327 -4.2276 -3.8829 -0.4202
C 2.8998 -3.2530 -4.3154 -0.6538
N 0.4692 -5.2225 -2.1181 1.1094
O 0.1151 -6.0524 -3.0147 -0.6164
O 0.2354 -5.3724 -0.9564 -0.6034
H 3.5590 -1.2250 -3.7714 0.3617
H 2.6301 -1.1834 -1.6576 0.5434
H 0.9175 -2.9056 -0.9978 0.2527
H 1.6822 -5.1081 -4.4009 0.4744
H 3.2921 -3.2224 -5.3211 0.4066
C -2.8469 -4.1172 -3.8728 -0.4686
C -3.5553 -3.0904 -3.1930 -0.4887
C -3.0911 -1.7796 -3.2372 -0.3063
C -1.9211 -1.5499 -4.0060 0.4127
C -1.2156 -2.5803 -4.5911 -0.1914
C -1.6584 -3.8711 -4.6049 -0.6791
N -1.5834 -0.2082 -4.3284 0.5272
O -1.9416 0.6676 -3.5315 -0.3779
O -0.8072 0.0137 -5.2486 -0.5008
H -3.2546 -5.1172 -3.8869 0.4300
H -4.4955 -3.3212 -2.7143 0.4238
H -3.5410 -1.0371 -2.5948 0.1879
H -0.3815 -2.3492 -5.2370 0.4970
H -1.1752 -4.6432 -5.1853 0.4057
```

---

2 unconnected molecules or ions with the total composition C30H35N4O4S2 in a non-equilibrium geometry. Source: the OMol25 dataset; level of theory: ωB97M-V/def2-TZVPD.

Properties
LUMO level: -0.106 Ha
total charge: +1
energy relative to the best compared isomer or geometry (same formula, charge and spin): 25.997 eV
frontier orbital gap: 7.30 eV
total energy: -67468.03116 eV

The geometry in XYZ format:
```
75
Properties=species:S:1:pos:R:3:mulliken_charge:R:1
C 2.0722 3.0345 3.3506 -0.4314
C 2.6675 4.0338 2.2776 -0.8188
H 3.5107 4.4218 2.6894 0.6302
H 1.9554 4.8132 2.1801 0.3961
O 3.3549 3.4978 1.1710 -0.4090
C 2.2766 3.0721 0.3703 0.1200
C 2.7927 2.4443 -0.6373 0.1928
C 2.0790 1.5636 -1.6371 0.2872
C 0.6524 1.7356 -1.5492 -0.0883
C 0.0759 2.6222 -0.6304 -1.3939
C 0.7197 3.0175 0.4298 -0.6531
H 0.4300 3.5836 1.2620 0.5960
H -0.8244 2.7815 -0.5758 0.8652
N -0.1787 1.0568 -2.5452 -0.5118
C 0.7984 0.3321 -3.2628 0.6354
N 0.1257 -0.4885 -4.0347 0.5057
C -0.5355 -1.3974 -3.6075 0.8245
O -1.3067 -2.2060 -4.2316 -0.8756
C -0.5875 -1.6926 -2.1797 -0.1776
C -1.7809 -1.1160 -1.3033 -1.4231
C -1.4394 -0.9270 0.0507 -0.2122
C -0.4466 -0.9797 0.7279 0.7966
C 0.6827 -1.5767 -0.0881 -0.5445
C 0.5002 -1.7310 -1.3768 -0.5748
H 1.5712 -2.4642 -2.0120 0.1179
H 1.7309 -1.6754 0.3242 0.4189
S 0.1142 -0.2034 2.2257 1.7111
O 1.2751 -0.7408 2.5656 -0.6419
O -0.4970 1.1300 2.2808 -0.7198
N -1.1438 -1.1371 3.0892 -0.2513
C -1.8987 -0.6320 4.1418 -2.3403
C -1.1771 -0.7219 5.5612 1.0627
C -1.8328 0.1243 6.5286 -0.5142
C -1.2068 0.1030 7.8606 -0.8073
C -0.2765 -0.8546 8.1553 -0.3611
C 0.0151 -1.8341 7.0849 -1.0570
C -0.1757 -1.7123 5.7817 1.4065
C 0.0681 -2.2918 4.7335 -0.7866
C -0.6960 -2.5495 3.5413 -0.6071
H -1.6899 -3.1573 3.8819 0.3187
H -0.2242 -2.8076 2.5791 0.2776
H 1.0085 -1.9053 4.5478 0.4476
H 0.4965 -3.4019 5.1977 0.2645
H 1.0255 -2.3065 7.3710 0.2186
H 0.0811 -1.1003 9.2368 0.2958
H -1.6601 0.6858 8.4706 0.5982
H -2.5264 0.9712 6.2433 0.3008
H -2.8308 -0.7703 3.9957 0.8855
H -1.8738 0.3977 3.8289 0.5595
H -2.4073 -0.5060 0.7287 0.0144
H -2.6104 -1.0738 -1.8521 0.8991
C 0.5346 -0.6570 -5.5431 -0.6303
H 0.4255 -1.7268 -6.0774 0.3162
H 1.5582 -0.1937 -5.6792 0.4791
C -0.3603 0.5347 -6.4453 -0.7955
H -0.2581 0.3846 -7.4100 0.5980
C -1.7271 0.2624 -6.1196 -1.0978
N -2.3700 -1.0834 -6.2491 0.4898
C -2.1469 -1.7057 -7.6964 -1.1655
H -1.2176 -1.4890 -8.0093 0.4248
H -2.3588 -2.6593 -7.8230 0.5090
H -2.6074 -0.9521 -8.4731 0.3672
C -3.7247 -1.2319 -6.0764 -0.9094
H -4.3834 -0.4753 -6.5766 0.3369
H -3.9069 -0.7200 -5.0428 0.2517
H -4.0886 -2.1349 -6.1379 0.4956
H -1.8102 -1.6165 -5.5943 0.2504
H -2.2539 0.5544 -5.1663 0.5540
H -2.3295 1.0374 -6.7005 0.3874
H -0.4036 1.6379 -6.0478 0.2713
S 2.2502 0.5792 -3.0207 -0.5485
H 3.8345 2.1870 -0.8172 0.3706
H 1.3025 2.4548 3.0692 -0.2328
H 1.8275 3.1619 4.3348 0.6238
H 3.0215 2.3284 3.5155 0.2076
```

---

A molecular structure, C30H35N7OS5SiZr. Source: the OMol25 dataset; level of theory: ωB97M-V/def2-TZVPD.

Properties
LUMO level: -0.039 Ha
energy relative to the best compared isomer or geometry (same formula, charge and spin): 0.447 eV
frontier orbital gap: 5.82 eV
total energy: -107496.59512 eV

The geometry in XYZ format:
```
80
Properties=species:S:1:pos:R:3:mulliken_charge:R:1
Zr 0.1531 -0.4527 -1.0104 -0.5236
C -1.4962 0.7974 2.8819 -0.5509
C -0.5066 0.6807 3.8563 -1.0092
C 0.7041 0.1272 3.5176 -0.3780
C 0.9485 -0.2931 2.2012 -0.4361
N -0.0191 -0.1809 1.2701 1.8829
C -1.2121 0.3343 1.6249 -0.3100
N 2.2026 -0.7966 1.9578 -0.4147
C 2.6282 -1.2584 0.8379 -0.2929
N 2.0006 -1.3817 -0.3926 0.5975
C 2.8695 -2.0728 -1.2521 -0.0630
N 2.7056 -2.5278 -2.4312 -0.3239
C 1.5787 -2.4418 -3.2317 -0.1475
C 1.6781 -3.0563 -4.4828 -0.5852
C 0.6400 -2.9653 -5.3815 -0.5094
C -0.5086 -2.2753 -5.0144 -1.1086
C -0.5605 -1.7269 -3.7563 -0.0274
N 0.4584 -1.7953 -2.8784 0.6953
C 4.1432 -2.3051 -0.5385 -0.1886
C 5.3156 -2.9089 -0.9511 -0.1267
C 6.3476 -2.9851 -0.0257 -0.6793
C 6.1985 -2.4787 1.2675 -0.6738
C 5.0114 -1.8843 1.6727 -0.0941
C 3.9955 -1.8067 0.7386 -0.0505
H -2.4722 1.2101 3.0960 0.4610
H -0.6908 1.0138 4.8705 0.4993
H 1.5060 0.0066 4.2313 0.5469
H -1.9634 0.3808 0.8469 -0.1398
H 2.5992 -3.5707 -4.7140 0.5284
H 0.7209 -3.4197 -6.3607 0.4097
H -1.3493 -2.1612 -5.6840 0.4817
H -1.4394 -1.1880 -3.4277 0.5435
H 5.4129 -3.2998 -1.9554 0.5435
H 7.2866 -3.4451 -0.3069 0.4053
H 7.0257 -2.5528 1.9621 0.4151
H 4.8761 -1.4923 2.6722 0.5376
O -1.7592 2.2477 -7.0860 -0.5852
C -1.3885 1.9280 -5.9891 0.5896
S 0.3008 1.6162 -5.5593 -0.1150
C 0.0484 1.3300 -3.8448 0.2754
C -1.2202 1.4333 -3.4047 0.0946
S -1.7650 1.1500 -1.7540 -0.6468
S -2.4643 1.8139 -4.5802 -0.1229
S 1.4459 0.9455 -2.8872 -0.3890
C -3.9901 -1.1791 0.6132 -1.1155
Si -2.6783 -2.5399 0.5265 0.4138
C -3.5650 -4.0917 -0.0546 -1.2327
C -2.0266 -2.9093 2.2525 -0.9454
C -1.2807 -2.1863 -0.6609 0.1641
H -4.9865 -1.6241 0.5435 0.5012
H -3.8981 -0.4620 -0.2074 0.2487
H -3.9520 -0.6290 1.5586 0.2647
H -4.3540 -4.3857 0.6445 0.3252
H -2.8701 -4.9305 -0.1541 0.3215
H -4.0300 -3.9266 -1.0314 0.3014
H -2.8519 -3.1648 2.9247 0.3507
H -1.4810 -2.0761 2.7012 0.2365
H -1.3500 -3.7686 2.2206 0.3144
H -1.6822 -2.4862 -1.6339 0.3483
H -0.5281 -2.9610 -0.4248 0.2817
C -3.0292 3.9504 1.3356 -0.8670
C -1.6985 4.4304 0.7747 -0.5101
N -0.7434 3.3426 0.5884 0.4892
C 0.5046 3.2258 1.0559 0.3518
S 1.6303 2.2531 0.2404 -0.3568
N 0.8926 3.8954 2.1698 -0.0606
C 0.0631 4.2546 3.3191 -0.2067
C 0.1711 5.7242 3.6932 -1.3315
H -3.7416 4.7753 1.3862 0.4020
H -2.9187 3.5311 2.3379 0.1365
H -3.4506 3.1765 0.6908 0.2356
H -1.2515 5.2014 1.3949 0.1667
H -1.8660 4.8812 -0.2059 0.4495
H -0.9095 2.7680 -0.2329 -0.4938
H 1.8622 3.7124 2.3768 0.3674
H 0.3805 3.6386 4.1646 0.3786
H -0.9646 3.9739 3.1114 0.0500
H 1.2052 5.9875 3.9210 0.3439
H -0.4345 5.9383 4.5756 0.3571
H -0.1629 6.3684 2.8792 0.3044
```